Formula: C4H17NO7S
Source: OMol25
Level of theory: ωB97M-V/def2-TZVPD

Calculated values
E_tot in hartree: -1142.12246
Molar mass in g/mol: 223.25
Kohn-Sham gap in eV: 5.952
Charge: -2
Energy above the lowest of the compared OMol25 structures with the same formula, charge and spin in kcal/mol: 129.9

```
30
Properties=species:S:1:pos:R:3:forces:R:3:nbo_charge:R:1
O 0.440028 -3.510173 1.530704 -3.70 1.15 -2.90 -0.5808
C -0.262784 -2.793724 0.713628 7.02 -1.57 4.74 0.4164
C 0.470992 -1.580467 0.304378 -0.21 2.20 -0.29 -0.2084
C 1.643295 -1.848183 -0.628786 0.67 2.25 -1.71 -0.4938
S 3.273128 -1.038391 -0.053021 -1.14 -0.40 -0.58 -0.7452
N -0.512538 -0.569558 -0.108827 0.93 3.18 -1.61 -0.7347
C -1.159757 -0.708369 -1.478559 0.05 -1.88 2.40 0.1158
O -0.800808 0.193772 -2.474378 0.34 -0.25 -0.39 -0.7490
H -1.244554 -2.923269 0.457200 -2.73 -0.95 -0.63 0.1548
H 0.942294 -1.096385 1.192133 -0.39 -0.88 -0.23 0.2564
H 1.373468 -1.573723 -1.723675 0.34 0.07 1.70 0.1842
H 1.797820 -2.868724 -0.698748 0.52 -2.20 0.16 0.1805
H -0.091541 0.544947 -0.012442 -1.57 -3.32 -0.43 0.4656
H -2.192266 -0.634641 -1.201560 -0.58 1.09 -0.86 0.1131
H -1.222563 -1.848611 -1.734781 1.21 1.75 -0.42 0.1335
H -0.033063 2.987616 -0.339528 0.23 -2.97 1.09 0.4656
H 0.872970 2.350138 1.222908 0.13 -0.10 2.43 0.4917
O -0.019121 2.057233 0.147442 0.27 3.63 -2.96 -1.1645
H 1.345373 1.854216 -0.639985 2.02 0.36 -1.38 0.4931
H -0.263519 0.913302 -2.103024 0.01 -0.40 0.18 0.5085
O 2.156241 2.042729 -1.278467 -1.87 0.41 0.57 -1.0596
H 2.823164 1.392847 -1.070310 0.28 -0.82 0.33 0.4931
H 1.500594 1.318056 1.953405 1.28 -2.89 0.00 0.4555
O 1.244592 2.150994 2.247180 -1.13 2.85 -1.30 -1.0525
H -3.290912 -0.902168 -0.169523 0.57 -0.87 2.14 0.4389
H -1.919836 -0.793890 0.653242 -1.23 -0.89 -0.23 0.5060
O -2.870413 -1.296105 0.658532 -0.29 1.37 -1.06 -1.0324
H -1.360952 2.709562 0.771425 -0.96 -0.39 1.75 0.4894
H -0.883459 2.656892 2.161116 -1.25 0.03 -0.19 0.4876
O -1.755861 2.814076 1.702324 1.15 0.42 -0.29 -1.0289
```
Positions in Å, forces in eV/Å.